Record 1
{
  "formula": "C13H33N4O4",
  "method": "ωB97M-V with the def2-TZVPD basis set",
  "elements": ["N", "C", "C", "O", "C", "N", "C", "C", "N", "C", "O", "C", "H", "H", "H", "H", "H", "H", "H", "H", "H", "H", "H", "H", "H", "H", "H", "H", "H", "H", "C", "O", "C", "C", "N", "C", "C", "O", "C", "H", "H", "H", "H", "H", "H", "H", "H", "H", "H", "H", "H", "H", "H", "H"],
  "coordinates": [[6.151, 0.630, -1.955], [5.662, -0.522, -1.058], [4.700, -1.597, -1.839], [5.449, -2.889, -1.990], [3.293, -1.952, -1.064], [2.247, -0.966, -1.535], [0.870, -1.550, -1.761], [-0.059, -0.474, -2.580], [-0.090, 0.921, -1.998], [1.251, 1.368, -1.460], [0.987, 2.490, -0.503], [2.046, 0.220, -0.572], [6.450, 0.214, -2.878], [5.377, 1.317, -2.132], [6.664, -1.046, -0.675], [5.111, -0.131, -0.100], [4.560, -1.193, -2.938], [5.711, -3.005, -2.966], [3.445, -1.923, 0.120], [3.001, -3.068, -1.342], [2.540, -0.523, -2.451], [0.877, -2.550, -2.399], [0.281, -1.803, -0.759], [0.213, -0.518, -3.730], [-1.178, -0.885, -2.511], [-0.263, 1.557, -2.834], [1.989, 1.782, -2.292], [1.771, 3.136, -0.547], [3.053, 0.597, -0.101], [1.353, -0.176, 0.312], [-1.127, 0.199, 3.548], [-1.644, 1.345, 2.886], [-1.497, 1.296, 1.461], [-2.859, 1.104, 0.777], [-3.390, -0.244, 1.008], [-4.800, -0.400, 0.629], [-5.837, 0.469, 1.367], [-6.003, 0.137, 2.747], [-5.043, 0.723, 3.615], [-1.096, 0.412, 4.619], [-1.777, -0.665, 3.394], [-0.110, -0.032, 3.209], [-0.776, 0.531, 1.146], [-1.096, 2.268, 1.159], [-2.748, 1.266, -0.301], [-3.534, 1.868, 1.171], [-3.301, -0.473, 1.994], [-5.053, -1.452, 0.808], [-4.894, -0.234, -0.451], [-6.809, 0.273, 0.900], [-5.660, 1.543, 1.241], [-4.722, 1.713, 3.277], [-4.186, 0.057, 3.729], [-5.500, 0.831, 4.603]],
  "nbo_charge": [-0.82, -0.27, 0.06, -0.73, -0.27, -0.42, -0.27, -0.27, -0.62, 0.23, -0.71, -0.27, 0.36, 0.35, 0.26, 0.19, 0.18, 0.49, 0.26, 0.27, 0.44, 0.26, 0.27, 0.20, 0.26, 0.39, 0.16, 0.49, 0.26, 0.26, -0.24, -0.55, -0.06, -0.25, -0.64, -0.25, -0.09, -0.54, -0.25, 0.20, 0.16, 0.15, 0.14, 0.20, 0.19, 0.18, 0.36, 0.21, 0.19, 0.20, 0.16, 0.17, 0.15, 0.20],
  "charge": 1,
  "e_lumo_ev": -3.1,
  "max_force_ev_per_a": 3.24,
  "e_above_lowest_kcal_mol": 26.0,
  "e_homo_ev": -10.6,
  "spin_multiplicity": 1,
  "e_tot_ev": -28154.608
}

Record 2
{
  "formula": "C68H153CoN9O20",
  "method": "ωB97M-V with the def2-TZVPD basis set",
  "elements": ["Co", "O", "C", "O", "O", "H", "O", "C", "O", "O", "H", "C", "O", "C", "C", "N", "C", "C", "O", "C", "H", "H", "H", "H", "H", "H", "H", "H", "H", "H", "H", "H", "H", "H", "H", "C", "O", "C", "C", "N", "C", "C", "O", "C", "H", "H", "H", "H", "H", "H", "H", "H", "H", "H", "H", "H", "H", "H", "H", "C", "O", "C", "C", "N", "C", "C", "O", "C", "H", "H", "H", "H", "H", "H", "H", "H", "H", "H", "H", "H", "H", "H", "H", "C", "O", "C", "C", "N", "C", "C", "O", "C", "H", "H", "H", "H", "H", "H", "H", "H", "H", "H", "H", "H", "H", "H", "H", "C", "O", "C", "C", "N", "C", "C", "O", "C", "H", "H", "H", "H", "H", "H", "H", "H", "H", "H", "H", "H", "H", "H", "H", "C", "C", "C", "C", "C", "C", "N", "O", "C", "C", "C", "H", "H", "H", "H", "H", "H", "H", "H", "H", "H", "H", "H", "H", "H", "H", "H", "H", "H", "H", "C", "C", "C", "C", "C", "C", "N", "O", "C", "C", "C", "H", "H", "H", "H", "H", "H", "H", "H", "H", "H", "H", "H", "H", "H", "H", "H", "H", "H", "H", "C", "C", "C", "C", "C", "C", "N", "O", "C", "C", "C", "H", "H", "H", "H", "H", "H", "H", "H", "H", "H", "H", "H", "H", "H", "H", "H", "H", "H", "H", "C", "C", "C", "C", "C", "C", "N", "O", "C", "C", "C", "H", "H", "H", "H", "H", "H", "H", "H", "H", "H", "H", "H", "H", "H", "H", "H", "H", "H", "H"],
  "coordinates": [[-21.243, -19.249, -13.954], [-20.358, -16.770, -16.638], [-20.676, -17.679, -15.684], [-21.267, -18.758, -15.980], [-20.318, -17.499, -14.491], [-20.447, -17.080, -17.613], [-18.851, -21.087, -11.794], [-19.651, -20.409, -12.491], [-19.731, -20.688, -13.753], [-20.424, -19.531, -11.971], [-18.264, -21.666, -12.457], [-22.314, -21.661, -15.788], [-22.646, -21.015, -14.549], [-23.869, -20.338, -14.693], [-24.162, -19.698, -13.335], [-23.046, -18.714, -13.051], [-22.978, -18.417, -11.600], [-24.201, -17.612, -11.149], [-25.422, -18.353, -11.094], [-26.340, -17.697, -10.286], [-21.411, -22.242, -15.554], [-22.068, -20.906, -16.489], [-23.137, -22.323, -16.098], [-24.785, -20.911, -14.941], [-23.828, -19.559, -15.489], [-24.212, -20.575, -12.647], [-25.150, -19.196, -13.346], [-23.334, -17.889, -13.546], [-22.129, -17.857, -11.342], [-23.043, -19.389, -11.065], [-24.430, -16.689, -11.745], [-23.963, -17.297, -10.111], [-27.235, -18.306, -10.350], [-26.614, -16.665, -10.557], [-26.098, -17.770, -9.243], [-25.309, -24.333, -7.757], [-24.445, -23.448, -8.399], [-24.925, -22.112, -8.393], [-23.875, -21.258, -9.086], [-22.583, -21.397, -8.425], [-21.423, -21.155, -9.280], [-20.203, -21.471, -8.533], [-20.310, -22.811, -7.991], [-20.534, -23.846, -8.940], [-25.560, -25.133, -8.452], [-26.248, -23.938, -7.436], [-24.882, -24.792, -6.892], [-25.051, -21.674, -7.435], [-25.934, -22.035, -8.812], [-24.173, -20.199, -9.111], [-23.820, -21.614, -10.135], [-22.522, -22.307, -7.963], [-21.309, -20.105, -9.541], [-21.582, -21.710, -10.259], [-20.126, -20.896, -7.633], [-19.198, -21.340, -9.034], [-21.625, -23.889, -9.079], [-20.253, -24.795, -8.514], [-19.943, -23.733, -9.858], [-21.543, -10.219, -11.318], [-22.144, -11.385, -11.883], [-22.785, -12.258, -10.913], [-24.002, -12.958, -11.504], [-23.685, -14.166, -12.244], [-22.847, -13.939, -13.440], [-22.618, -15.260, -14.086], [-23.795, -15.969, -14.415], [-23.995, -16.034, -15.826], [-21.366, -9.496, -12.115], [-20.536, -10.399, -10.826], [-22.126, -9.648, -10.601], [-23.078, -11.587, -10.060], [-22.035, -12.937, -10.446], [-24.522, -12.261, -12.158], [-24.646, -13.246, -10.630], [-24.597, -14.529, -12.508], [-21.887, -13.543, -13.073], [-23.294, -13.231, -14.150], [-21.969, -15.929, -13.500], [-21.974, -15.166, -14.970], [-24.982, -16.533, -15.958], [-23.311, -16.785, -16.222], [-23.928, -15.042, -16.312], [-17.632, -26.896, -12.591], [-17.203, -25.595, -13.012], [-18.316, -24.712, -13.136], [-18.031, -23.568, -14.015], [-17.216, -22.593, -13.381], [-16.455, -21.656, -14.287], [-14.999, -21.983, -14.553], [-14.236, -22.059, -13.365], [-13.788, -20.845, -12.837], [-18.331, -27.340, -13.335], [-18.150, -26.856, -11.625], [-16.780, -27.544, -12.438], [-18.791, -24.454, -12.219], [-19.099, -25.300, -13.645], [-18.939, -23.089, -14.363], [-17.546, -24.002, -14.938], [-16.555, -23.083, -12.807], [-16.533, -20.625, -13.888], [-16.995, -21.643, -15.227], [-14.608, -21.275, -15.312], [-14.994, -22.980, -15.000], [-14.506, -20.286, -12.234], [-13.227, -20.301, -13.603], [-13.052, -21.072, -12.062], [-15.386, -13.784, -7.815], [-15.955, -15.044, -7.752], [-15.716, -15.781, -6.540], [-16.443, -17.097, -6.654], [-16.031, -17.790, -7.859], [-16.939, -18.886, -8.117], [-16.864, -19.209, -9.597], [-17.066, -17.937, -10.253], [-16.852, -18.052, -11.679], [-15.564, -13.361, -8.829], [-14.271, -13.820, -7.741], [-15.818, -13.102, -7.054], [-16.136, -15.212, -5.718], [-14.685, -15.943, -6.290], [-17.478, -16.792, -6.674], [-16.238, -17.669, -5.753], [-16.078, -17.228, -8.722], [-18.006, -18.585, -8.064], [-16.737, -19.787, -7.506], [-17.552, -19.931, -10.010], [-15.840, -19.540, -9.737], [-17.476, -18.868, -12.024], [-15.794, -18.223, -11.878], [-17.226, -17.187, -12.226], [-20.098, -19.767, -18.838], [-20.933, -18.781, -19.758], [-22.369, -18.903, -19.233], [-23.251, -17.854, -19.865], [-22.723, -16.480, -19.569], [-21.273, -16.218, -19.842], [-20.462, -17.373, -19.342], [-19.174, -17.185, -19.810], [-20.966, -15.864, -21.307], [-20.847, -15.069, -18.904], [-20.717, -19.083, -21.232], [-19.050, -19.754, -19.154], [-20.452, -20.801, -18.855], [-20.175, -19.510, -17.793], [-22.586, -19.932, -19.489], [-22.258, -18.803, -18.167], [-24.230, -18.004, -19.486], [-23.370, -18.034, -20.937], [-23.006, -16.244, -18.517], [-23.178, -15.716, -20.167], [-21.452, -16.476, -22.027], [-21.230, -14.843, -21.472], [-19.918, -16.037, -21.554], [-21.266, -15.213, -17.946], [-19.752, -14.889, -18.914], [-21.174, -14.070, -19.227], [-19.751, -18.657, -21.583], [-21.572, -18.750, -21.864], [-20.701, -20.185, -21.408], [-18.553, -17.114, -19.054], [-20.179, -15.388, -10.604], [-20.355, -15.804, -9.172], [-19.151, -15.259, -8.354], [-19.441, -15.137, -6.805], [-20.720, -14.303, -6.681], [-21.958, -14.898, -7.369], [-21.605, -15.013, -8.764], [-22.694, -15.693, -9.422], [-22.455, -16.107, -6.616], [-23.147, -13.934, -7.261], [-20.399, -17.295, -8.965], [-20.857, -15.909, -11.331], [-19.152, -15.636, -10.929], [-20.319, -14.288, -10.634], [-18.306, -15.891, -8.656], [-18.981, -14.259, -8.707], [-18.597, -14.615, -6.304], [-19.513, -16.158, -6.403], [-20.560, -13.267, -7.103], [-21.073, -14.152, -5.619], [-23.275, -16.601, -7.168], [-21.720, -16.891, -6.455], [-23.044, -15.881, -5.690], [-24.133, -14.477, -7.310], [-23.040, -13.518, -6.229], [-23.132, -13.137, -7.993], [-19.780, -17.794, -9.679], [-21.400, -17.573, -9.329], [-20.325, -17.662, -7.954], [-22.895, -15.237, -10.287], [-24.841, -24.640, -13.659], [-23.473, -25.303, -13.967], [-22.334, -24.281, -13.561], [-22.075, -24.219, -12.059], [-21.862, -25.651, -11.429], [-22.948, -26.704, -11.881], [-23.179, -26.604, -13.323], [-24.192, -27.561, -13.697], [-22.371, -28.077, -11.576], [-24.151, -26.433, -11.022], [-23.397, -25.492, -15.497], [-25.006, -24.345, -12.611], [-25.701, -25.284, -13.860], [-25.029, -23.748, -14.290], [-21.372, -24.546, -14.019], [-22.649, -23.274, -13.934], [-22.939, -23.710, -11.612], [-21.225, -23.606, -11.842], [-21.934, -25.645, -10.362], [-20.889, -25.972, -11.706], [-21.668, -28.369, -12.319], [-22.004, -28.070, -10.558], [-23.220, -28.762, -11.477], [-24.602, -25.453, -11.161], [-24.946, -27.173, -11.100], [-23.884, -26.454, -9.950], [-22.459, -25.987, -15.741], [-23.438, -24.564, -16.067], [-24.228, -26.067, -15.820], [-24.987, -27.426, -13.157], [-17.432, -18.801, -16.688], [-16.357, -17.739, -16.559], [-15.017, -18.471, -16.666], [-13.857, -17.563, -16.876], [-14.074, -16.607, -18.086], [-15.391, -15.822, -17.951], [-16.461, -16.828, -17.681], [-17.761, -16.188, -17.773], [-15.257, -14.766, -16.816], [-15.710, -15.055, -19.255], [-16.493, -17.114, -15.154], [-17.281, -19.561, -15.887], [-17.393, -19.311, -17.667], [-18.445, -18.403, -16.656], [-14.926, -19.019, -15.769], [-15.060, -19.180, -17.524], [-12.972, -18.159, -17.004], [-13.550, -16.997, -15.996], [-13.935, -17.069, -19.060], [-13.288, -15.872, -18.050], [-14.751, -13.820, -17.091], [-16.242, -14.456, -16.428], [-14.805, -15.127, -15.886], [-16.505, -14.327, -18.985], [-14.949, -14.354, -19.488], [-15.944, -15.629, -20.144], [-15.511, -16.753, -14.826], [-16.900, -17.770, -14.372], [-17.224, -16.307, -15.130], [-18.165, -16.344, -16.916]],
  "mulliken_spin": [2.83, 0.00, -0.03, 0.05, 0.06, 0.00, 0.01, -0.05, 0.02, 0.09, 0.01, -0.01, 0.03, 0.00, 0.00, 0.00, 0.00, 0.00, 0.00, 0.00, 0.00, 0.00, 0.00, 0.00, -0.01, 0.00, 0.00, -0.01, 0.01, 0.00, 0.00, 0.00, 0.00, 0.00, 0.00, 0.00, 0.00, 0.00, 0.00, 0.00, 0.00, 0.00, 0.00, 0.00, 0.00, 0.00, 0.00, 0.00, 0.00, 0.00, 0.00, 0.00, 0.00, 0.00, 0.00, 0.00, 0.00, 0.00, 0.00, 0.00, 0.00, 0.00, 0.00, 0.00, 0.00, 0.00, 0.00, 0.00, 0.00, 0.00, 0.00, 0.00, 0.00, 0.00, 0.00, 0.00, 0.00, 0.00, 0.00, 0.00, 0.00, 0.00, 0.00, 0.00, 0.00, 0.00, 0.00, 0.00, 0.00, 0.00, 0.00, 0.00, 0.00, 0.00, 0.00, 0.00, 0.00, 0.00, 0.00, 0.00, 0.00, 0.00, 0.00, 0.00, 0.00, 0.00, 0.00, 0.00, 0.00, 0.00, 0.00, 0.00, 0.00, 0.00, 0.00, 0.00, 0.00, 0.00, 0.00, 0.00, 0.00, 0.00, 0.00, 0.00, 0.00, 0.00, 0.00, 0.00, 0.00, 0.00, 0.00, 0.00, 0.00, 0.00, 0.00, 0.00, 0.00, 0.00, 0.00, 0.00, 0.00, 0.00, 0.00, 0.00, 0.00, 0.00, 0.00, 0.00, 0.00, 0.00, 0.00, 0.00, 0.00, 0.00, 0.00, 0.00, 0.00, 0.00, 0.00, 0.00, 0.00, 0.00, 0.00, 0.00, 0.00, 0.00, 0.00, 0.00, 0.00, 0.00, 0.00, 0.00, 0.00, 0.00, 0.00, 0.00, 0.00, 0.00, 0.00, 0.00, 0.00, 0.00, 0.00, 0.00, 0.00, 0.00, 0.00, 0.00, 0.00, 0.00, 0.00, 0.00, 0.00, 0.00, 0.00, 0.00, 0.00, 0.00, 0.00, 0.00, 0.00, 0.00, 0.00, 0.00, 0.00, 0.00, 0.00, 0.00, 0.00, 0.00, 0.00, 0.00, 0.00, 0.00, 0.00, 0.00, 0.00, 0.00, 0.00, 0.00, 0.00, 0.00, 0.00, 0.00, 0.00, 0.00, 0.00, 0.00, 0.00, 0.00, 0.00, 0.00, 0.00, 0.00, 0.00, 0.00, 0.00, 0.00, 0.00, 0.00, 0.00, 0.00, 0.00, 0.00, 0.00, 0.00, 0.00, 0.00, 0.00, 0.00, 0.00],
  "s_squared": 3.76,
  "e_lumo_ev": [0.4, 0.4],
  "max_force_ev_per_a": 3.85,
  "e_homo_ev": [-8.3, -8.3],
  "spin_multiplicity": 4,
  "e_tot_ev": -164977.084
}